{"formula": "C40H47IrN8P2S3Si", "method": "ωB97M-V/def2-TZVPD", "symbols": ["Ir", "C", "Si", "C", "C", "C", "C", "C", "C", "N", "C", "S", "H", "H", "H", "H", "H", "H", "H", "H", "H", "H", "H", "H", "C", "P", "C", "N", "C", "C", "C", "C", "C", "C", "N", "C", "P", "C", "C", "C", "C", "C", "C", "C", "C", "C", "H", "H", "H", "H", "H", "H", "H", "H", "H", "H", "H", "H", "H", "H", "H", "H", "H", "H", "H", "H", "H", "H", "H", "H", "H", "H", "H", "H", "S", "C", "C", "N", "C", "S", "C", "N", "N", "C", "C", "C", "C", "C", "C", "C", "N", "C", "C", "N", "C", "H", "H", "H", "H", "H", "H", "H"], "xyz": [[-0.222, -1.638, 0.537], [-5.894, 1.762, -1.969], [-5.102, 0.357, -1.029], [-5.536, 0.472, 0.784], [-5.594, -1.293, -1.746], [-3.221, 0.561, -1.218], [-2.660, 1.596, -1.956], [-1.278, 1.762, -2.069], [-0.456, 0.884, -1.404], [-0.972, -0.114, -0.678], [-2.305, -0.297, -0.600], [-2.606, -1.711, 0.382], [-6.979, 1.712, -1.855], [-5.677, 1.720, -3.038], [-5.572, 2.735, -1.591], [-6.619, 0.422, 0.912], [-5.194, 1.417, 1.212], [-5.095, -0.342, 1.361], [-6.673, -1.437, -1.663], [-5.105, -2.117, -1.222], [-5.328, -1.357, -2.803], [-3.309, 2.305, -2.456], [-0.852, 2.569, -2.648], [0.621, 0.969, -1.423], [-2.020, -0.186, 3.103], [-0.346, -0.198, 2.397], [-0.224, 1.563, 1.756], [-1.413, 2.102, 1.685], [-1.578, 3.275, 1.031], [-2.864, 3.855, 0.932], [-3.026, 4.998, 0.205], [-1.923, 5.609, -0.444], [-0.672, 5.073, -0.348], [-0.481, 3.890, 0.404], [0.752, 3.343, 0.508], [0.917, 2.226, 1.174], [2.646, 1.550, 1.249], [3.106, 1.728, -0.519], [3.647, 2.934, 2.034], [3.055, 3.261, 3.403], [3.759, 4.211, 1.202], [5.045, 2.332, 2.233], [0.697, -0.482, 3.933], [2.092, -1.040, 3.652], [0.788, 0.851, 4.685], [-0.017, -1.503, 4.835], [-2.728, 0.191, 2.376], [-2.048, 0.449, 3.987], [-2.294, -1.208, 3.359], [-3.690, 3.371, 1.436], [-4.005, 5.453, 0.122], [-2.081, 6.515, -1.013], [0.187, 5.527, -0.824], [2.728, 2.654, -0.951], [2.744, 0.872, -1.090], [4.194, 1.714, -0.591], [2.043, 3.667, 3.327], [3.674, 4.017, 3.891], [3.037, 2.384, 4.052], [2.787, 4.662, 1.013], [4.249, 4.032, 0.245], [4.371, 4.932, 1.750], [5.015, 1.445, 2.868], [5.693, 3.070, 2.711], [5.511, 2.055, 1.285], [2.724, -0.348, 3.103], [2.041, -1.974, 3.094], [2.565, -1.259, 4.612], [1.150, 1.662, 4.057], [1.487, 0.736, 5.516], [-0.173, 1.148, 5.106], [-0.090, -2.486, 4.368], [-1.006, -1.188, 5.153], [0.590, -1.616, 5.736], [2.091, -1.484, 0.228], [2.586, -3.051, 0.631], [3.931, -3.405, 0.289], [5.004, -3.661, -0.034], [1.766, -3.944, 1.310], [0.175, -3.559, 1.738], [2.267, -5.224, 1.713], [2.666, -6.249, 2.043], [3.553, -4.637, -9.014], [3.005, -4.491, -8.015], [2.316, -4.309, -6.766], [0.931, -4.447, -6.714], [0.265, -4.260, -5.516], [0.994, -3.950, -4.378], [2.375, -3.826, -4.414], [3.038, -3.997, -5.616], [0.309, -3.759, -3.139], [-0.670, -4.566, -2.601], [-1.006, -4.014, -1.409], [-0.240, -2.885, -1.210], [0.535, -2.760, -2.270], [0.382, -4.689, -7.613], [-0.813, -4.339, -5.468], [2.931, -3.622, -3.508], [4.114, -3.907, -5.664], [-1.010, -5.458, -3.097], [-1.730, -4.343, -0.687], [1.247, -1.973, -2.450]], "charge": 1, "homo_ev": [-10.65, -10.97], "largest_force_ev_per_a": 0.14, "multiplicity": 2}

{"formula": "C40H47N3O5SV", "method": "ωB97M-V/def2-TZVPD", "symbols": ["V", "C", "C", "C", "O", "C", "C", "O", "C", "O", "C", "C", "C", "C", "C", "C", "C", "C", "C", "C", "C", "C", "C", "O", "C", "C", "C", "C", "C", "C", "C", "C", "C", "C", "C", "C", "H", "H", "H", "H", "H", "H", "H", "H", "H", "H", "H", "H", "H", "H", "H", "H", "H", "H", "H", "H", "H", "H", "H", "H", "H", "H", "H", "H", "C", "S", "C", "O", "H", "H", "H", "H", "H", "H", "C", "C", "N", "C", "N", "C", "C", "C", "N", "C", "H", "H", "H", "H", "H", "H", "H", "H", "H", "H", "H", "H", "H"], "xyz": [[0.197, 1.129, 1.137], [-1.994, 1.578, -4.517], [-1.590, 0.314, -3.787], [-1.806, -0.932, -4.590], [-0.228, 0.353, -3.357], [-0.205, 1.056, -2.158], [-1.546, 0.559, -1.469], [-2.340, 0.241, -2.535], [-1.543, -0.643, -0.448], [-0.497, -0.156, 0.474], [-1.219, -1.958, -1.117], [0.010, -2.590, -0.975], [0.255, -3.798, -1.616], [-0.731, -4.378, -2.399], [-1.962, -3.748, -2.537], [-2.212, -2.545, -1.899], [-2.779, -0.708, 0.476], [-3.200, -1.925, 1.006], [-4.211, -1.964, 1.963], [-4.795, -0.789, 2.420], [-4.360, 0.433, 1.917], [-3.353, 0.471, 0.963], [1.251, 1.075, -1.567], [1.156, 1.535, -0.189], [2.096, 2.142, -2.292], [3.228, 2.632, -1.641], [4.045, 3.567, -2.259], [3.742, 4.017, -3.538], [2.625, 3.524, -4.189], [1.800, 2.585, -3.574], [2.047, -0.245, -1.556], [2.234, -0.991, -2.709], [3.025, -2.133, -2.670], [3.664, -2.525, -1.498], [3.510, -1.765, -0.354], [2.708, -0.628, -0.389], [-1.392, 1.687, -5.421], [-1.879, 2.472, -3.898], [-3.043, 1.504, -4.807], [-1.369, -0.802, -5.581], [-2.877, -1.107, -4.704], [-1.344, -1.791, -4.102], [-0.396, 2.120, -2.338], [-1.969, 1.415, -0.920], [0.787, -2.147, -0.372], [1.222, -4.278, -1.507], [-0.545, -5.320, -2.904], [-2.736, -4.196, -3.148], [-3.178, -2.068, -2.012], [-2.760, -2.851, 0.661], [-4.552, -2.921, 2.343], [-5.592, -0.822, 3.153], [-4.827, 1.354, 2.248], [-3.072, 1.441, 0.577], [3.496, 2.254, -0.661], [4.933, 3.929, -1.752], [4.386, 4.734, -4.031], [2.388, 3.864, -5.191], [0.949, 2.194, -4.118], [1.768, -0.695, -3.640], [3.154, -2.714, -3.576], [4.307, -3.396, -1.490], [4.039, -2.036, 0.554], [2.659, -0.012, 0.501], [0.399, 5.124, 3.030], [-0.054, 4.443, 1.457], [1.354, 4.860, 0.470], [0.092, 2.875, 1.700], [1.268, 4.587, 3.409], [-0.456, 5.056, 3.702], [0.643, 6.174, 2.845], [1.316, 5.948, 0.348], [1.258, 4.376, -0.502], [2.265, 4.550, 0.983], [0.781, -3.675, 3.751], [1.027, -3.252, 2.319], [0.945, -1.778, 2.242], [0.287, -1.015, 3.110], [0.290, 0.379, 2.909], [0.096, 1.274, 4.114], [-0.187, 0.484, 5.377], [-1.113, -0.666, 5.037], [-0.393, -1.544, 4.098], [-0.488, -3.017, 4.246], [1.621, -3.365, 4.377], [0.695, -4.758, 3.819], [0.299, -3.686, 1.636], [2.019, -3.544, 1.987], [1.565, -1.320, 1.596], [-0.751, 1.918, 3.908], [0.978, 1.894, 4.239], [-0.646, 1.153, 6.102], [0.731, 0.091, 5.814], [-2.045, -0.315, 4.589], [-1.359, -1.257, 5.912], [-1.360, -3.366, 3.690], [-0.654, -3.230, 5.298]], "charge": 3, "homo_ev": -15.95, "largest_force_ev_per_a": 1.53}